Formula: C64H144F2NO4P4S2
Source: the Open Molecules 2025 dataset
Level of theory: the ωB97M-V functional and the def2-TZVPD basis

Calculated values
Total energy: -142621.9684 eV
Energy relative to the best compared isomer or geometry (same formula, charge and spin): 123.1 kcal per mole
Frontier orbital gap: 0.3562 Ha
F_max: 9.54 eV/A
Total charge: +3
LUMO: -0.185 hartree

Last column: Löwdin charge in e.
Geometry (Å):
C: 0.693 -0.177 2.036  -0.10
C: -0.230 -1.313 2.323  -0.25
C: -1.422 -1.544 1.369  -0.23
C: -1.063 -1.669 -0.152  -0.21
P: -2.531 -1.640 -1.280  1.06
C: -2.741 0.025 -1.952  -0.26
C: -3.114 1.054 -0.906  -0.24
C: -4.597 1.300 -0.687  -0.24
C: -4.836 2.675 0.004  -0.08
C: -4.093 -2.164 -0.424  -0.26
C: -5.435 -2.181 -1.197  -0.22
C: -5.738 -3.473 -1.959  -0.25
C: -5.651 -4.741 -1.133  -0.10
C: -2.181 -2.773 -2.650  -0.27
C: -0.805 -2.513 -3.325  -0.23
C: -0.536 -3.432 -4.534  -0.24
C: 0.781 -3.068 -5.249  -0.09
H: 0.199 0.791 1.952  0.06
H: 1.319 -0.216 1.144  0.06
H: 1.398 -0.119 2.865  0.08
H: -0.708 -1.110 3.281  0.11
H: 0.384 -2.214 2.312  0.10
H: -2.122 -0.718 1.494  0.09
H: -1.955 -2.418 1.746  0.11
H: -0.476 -2.584 -0.236  0.10
H: -0.480 -0.845 -0.562  0.08
H: -3.320 0.070 -2.874  0.12
H: -1.726 0.294 -2.242  0.07
H: -2.772 1.975 -1.379  0.10
H: -2.619 0.868 0.047  0.10
H: -5.203 0.590 -0.126  0.10
H: -5.055 1.399 -1.671  0.11
H: -4.838 3.462 -0.750  0.06
H: -4.019 2.880 0.696  0.06
H: -5.786 2.784 0.527  0.08
H: -4.191 -1.443 0.388  0.07
H: -3.945 -3.093 0.126  0.09
H: -5.486 -1.269 -1.792  0.10
H: -6.166 -2.000 -0.409  0.12
H: -5.018 -3.616 -2.765  0.09
H: -6.638 -3.314 -2.553  0.12
H: -5.849 -5.690 -1.633  0.09
H: -6.112 -4.680 -0.148  0.08
H: -4.617 -4.856 -0.808  0.05
H: -2.978 -2.745 -3.393  0.09
H: -2.328 -3.795 -2.301  0.10
H: -0.007 -2.577 -2.586  0.10
H: -0.761 -1.472 -3.644  0.10
H: -1.325 -3.578 -5.273  0.11
H: -0.390 -4.441 -4.150  0.11
H: 1.093 -3.890 -5.893  0.08
H: 1.526 -2.920 -4.467  0.06
H: 0.775 -2.132 -5.808  0.06
C: -2.881 6.709 -1.466  -0.09
C: -2.869 5.299 -2.095  -0.26
C: -2.046 5.315 -3.408  -0.23
C: -1.938 3.931 -4.068  -0.23
P: -0.928 3.628 -5.671  1.07
C: -1.691 4.730 -6.900  -0.28
C: -3.202 4.444 -7.171  -0.22
C: -3.770 5.651 -8.002  -0.24
C: -5.281 5.929 -7.753  -0.10
C: 0.821 4.111 -5.559  -0.25
C: 1.606 4.239 -6.914  -0.20
C: 3.005 4.839 -6.652  -0.23
C: 2.955 6.344 -6.310  -0.10
C: -1.204 1.898 -6.325  -0.23
C: -0.493 1.570 -7.683  -0.25
C: -1.336 0.595 -8.481  -0.27
C: -0.480 -0.129 -9.468  -0.11
H: -1.889 7.028 -1.148  0.07
H: -3.506 6.826 -0.581  0.07
H: -3.160 7.439 -2.226  0.08
H: -3.851 4.996 -2.459  0.10
H: -2.488 4.496 -1.464  0.07
H: -1.130 5.874 -3.215  0.12
H: -2.611 5.913 -4.122  0.11
H: -2.879 3.491 -4.399  0.08
H: -1.669 3.132 -3.377  0.06
H: -1.190 4.640 -7.863  0.09
H: -1.481 5.759 -6.609  0.10
H: -3.864 4.427 -6.305  0.09
H: -3.420 3.469 -7.606  0.10
H: -3.683 5.439 -9.068  0.11
H: -3.168 6.545 -7.840  0.10
H: -5.703 6.689 -8.410  0.08
H: -5.430 6.262 -6.726  0.07
H: -5.802 4.996 -7.965  0.07
H: 1.189 3.405 -4.814  0.05
H: 0.824 4.982 -4.905  0.09
H: 1.011 4.897 -7.549  0.09
H: 1.703 3.300 -7.459  0.10
H: 3.624 4.628 -7.525  0.11
H: 3.452 4.309 -5.811  0.10
H: 2.579 6.908 -7.163  0.07
H: 3.979 6.712 -6.249  0.07
H: 2.398 6.656 -5.427  0.07
H: -2.280 1.721 -6.318  0.08
H: -0.887 1.218 -5.534  0.05
H: 0.531 1.199 -7.634  0.09
H: -0.315 2.445 -8.309  0.10
H: -2.028 1.235 -9.028  0.12
H: -1.774 -0.035 -7.707  0.11
H: 0.206 -0.835 -9.001  0.08
H: 0.141 0.424 -10.172  0.09
H: -1.096 -0.836 -10.024  0.08
C: 5.782 -8.623 6.905  -0.09
C: 6.421 -8.056 5.644  -0.29
C: 5.377 -7.693 4.669  -0.25
C: 6.063 -7.148 3.365  -0.26
P: 5.076 -6.477 1.975  1.05
C: 6.181 -6.100 0.596  -0.27
C: 5.587 -6.381 -0.844  -0.22
C: 6.652 -6.027 -1.933  -0.24
C: 6.162 -6.401 -3.346  -0.09
C: 3.886 -7.885 1.527  -0.23
C: 2.508 -7.840 2.222  -0.24
C: 1.684 -9.160 1.999  -0.24
C: 2.081 -10.308 2.931  -0.12
C: 4.069 -4.993 2.421  -0.25
C: 3.253 -4.179 1.365  -0.21
C: 4.042 -3.206 0.452  -0.24
C: 3.214 -2.697 -0.768  -0.08
H: 6.589 -9.018 7.523  0.08
H: 5.191 -9.516 6.699  0.08
H: 5.147 -7.934 7.462  0.08
H: 7.121 -8.676 5.083  0.12
H: 7.144 -7.271 5.868  0.12
H: 4.717 -6.924 5.071  0.11
H: 4.820 -8.580 4.368  0.11
H: 6.684 -7.955 2.976  0.11
H: 6.663 -6.244 3.473  0.09
H: 7.158 -6.574 0.689  0.10
H: 6.461 -5.063 0.780  0.09
H: 4.679 -5.791 -0.969  0.09
H: 5.188 -7.391 -0.938  0.10
H: 7.541 -6.615 -1.705  0.11
H: 6.994 -4.995 -1.844  0.11
H: 5.153 -6.003 -3.458  0.07
H: 6.103 -7.473 -3.540  0.08
H: 6.826 -5.947 -4.081  0.08
H: 4.420 -8.825 1.665  0.10
H: 3.731 -7.830 0.449  0.07
H: 1.906 -7.012 1.848  0.09
H: 2.561 -7.607 3.286  0.09
H: 2.031 -9.707 1.123  0.10
H: 0.625 -8.904 1.963  0.11
H: 2.132 -9.939 3.955  0.07
H: 2.946 -10.941 2.731  0.08
H: 1.207 -10.955 2.872  0.08
H: 4.673 -4.287 2.991  0.10
H: 3.454 -5.414 3.216  0.08
H: 2.591 -3.584 1.994  0.10
H: 2.659 -4.937 0.853  0.10
H: 4.913 -3.702 0.022  0.07
H: 4.448 -2.351 0.992  0.11
H: 2.719 -3.561 -1.211  0.07
H: 3.785 -2.147 -1.516  0.08
H: 2.465 -2.038 -0.329  0.04
C: -0.434 4.299 1.140  -0.05
C: -1.324 3.638 2.265  -0.27
C: -0.701 3.614 3.643  -0.26
C: -1.689 3.059 4.731  -0.22
P: -1.328 3.650 6.485  1.02
C: -1.492 5.489 6.482  -0.25
C: -2.642 6.084 5.645  -0.24
C: -2.547 7.655 5.720  -0.23
C: -3.768 8.422 4.986  -0.08
C: 0.241 3.131 7.080  -0.27
C: 1.574 3.823 6.503  -0.20
C: 2.757 2.974 6.841  -0.28
C: 3.069 2.813 8.339  -0.09
C: -2.561 2.802 7.488  -0.28
C: -2.090 2.362 8.848  -0.25
C: -3.152 1.595 9.698  -0.23
C: -3.394 0.115 9.233  -0.10
H: 0.403 3.687 0.805  0.07
H: -0.062 5.171 1.678  0.07
H: -1.007 4.621 0.271  0.05
H: -1.639 2.621 2.030  0.09
H: -2.231 4.235 2.355  0.10
H: -0.287 4.582 3.925  0.10
H: 0.135 2.934 3.478  0.11
H: -1.595 1.974 4.785  0.09
H: -2.736 3.324 4.584  0.09
H: -0.598 5.927 6.037  0.09
H: -1.466 5.843 7.512  0.11
H: -3.661 5.941 6.005  0.11
H: -2.672 5.848 4.581  0.10
H: -1.603 8.104 5.411  0.10
H: -2.463 7.959 6.763  0.10
H: -3.847 9.470 5.275  0.07
H: -4.759 7.989 5.121  0.06
H: -3.689 8.260 3.911  0.06
H: 0.192 2.053 6.931  0.11
H: 0.184 3.198 8.166  0.08
H: 1.663 4.810 6.957  0.12
H: 1.506 3.911 5.419  0.09
H: 3.617 3.212 6.216  0.12
H: 2.501 1.946 6.583  0.10
H: 3.284 3.829 8.671  0.08
H: 3.908 2.174 8.612  0.08
H: 2.200 2.479 8.906  0.06
H: -2.946 1.945 6.936  0.10
H: -3.521 3.316 7.482  0.11
H: -1.775 3.186 9.487  0.12
H: -1.251 1.679 8.714  0.10
H: -4.149 2.027 9.784  0.11
H: -2.840 1.479 10.736  0.10
H: -2.432 -0.357 9.032  0.07
H: -4.062 0.217 8.377  0.06
H: -3.915 -0.459 9.999  0.08
N: 0.788 1.215 -3.526  -0.26
S: 2.236 0.589 -4.312  0.61
O: 2.803 -0.723 -4.013  -0.27
O: 3.230 1.591 -4.758  -0.27
F: 1.444 0.337 -5.667  -0.21
S: 1.545 1.493 -2.273  0.37
O: 2.443 2.660 -2.257  -0.28
O: 1.892 0.346 -1.488  -0.30
F: 0.330 2.120 -1.365  -0.24